ORCA calculation (ωB97M-V with the def2-TZVPD basis set) on a cluster of 11 separate species, C36H60Cl2O30 in total at a distorted geometry.

The max |F| is 0.052 hartree/bohr. The LUMO energy is 0.075 eV. As for the multiplicity: 1. The energy above the lowest of the compared OMol25 structures with the same formula, charge and spin is 0.000 eV.

Positions of all 128 atoms, in Å:
Cl -3.7389 -2.1997 2.6567
C -3.2139 -1.8207 4.2834
C -1.6999 -1.5935 4.3259
Cl -1.1642 -0.3568 3.1445
H -3.5645 -2.5191 5.0421
H -3.7444 -0.9085 4.5669
H -1.1712 -2.5159 4.0995
H -1.3969 -1.3089 5.3311
C 1.1562 2.2235 -3.5906
C 0.1016 1.8645 -4.6291
O 0.0321 2.9677 -5.5420
C 0.8452 3.9669 -5.0913
O 1.0346 4.9947 -5.6556
O 1.4615 3.5715 -3.9718
H 1.9919 1.5268 -3.6032
H 0.7586 2.4359 -2.5959
H -0.8784 1.6126 -4.2308
H 0.4673 1.0458 -5.2430
C 1.1955 4.8666 -0.4332
C 2.0316 5.7715 0.4547
O 2.2369 4.9721 1.6477
C 1.8813 3.6980 1.3672
O 1.8873 2.7875 2.1358
O 1.4615 3.5592 0.0920
H 1.4860 4.9350 -1.4795
H 0.1424 5.1089 -0.2943
H 1.3818 6.5821 0.7837
H 2.9965 6.1332 0.1122
C -1.9152 0.2770 -0.3632
C -1.0974 1.4535 0.2149
O 0.2402 0.8968 0.2409
C 0.1910 -0.4291 0.0821
O 1.1663 -1.1337 0.1947
O -0.9708 -0.8328 -0.3679
H -2.2165 0.3626 -1.4035
H -2.7003 -0.0777 0.3035
H -1.2915 1.7927 1.2300
H -1.0966 2.2943 -0.4763
C 1.9597 -2.3409 -3.4836
C 1.9017 -1.7712 -4.9287
O 0.6095 -1.2249 -5.0246
C -0.0643 -1.3483 -3.8980
O -1.1603 -0.9214 -3.6662
O 0.6892 -1.9249 -2.9549
H 2.7485 -1.8524 -2.9221
H 1.9653 -3.4276 -3.5278
H 2.0496 -2.5439 -5.6804
H 2.7202 -1.0512 -4.9874
C -3.3530 -3.0652 -1.0626
C -4.7692 -3.4090 -0.6747
O -5.6014 -2.9099 -1.7109
C -4.9217 -1.8825 -2.2721
O -5.3493 -1.1390 -3.0911
O -3.6310 -1.9031 -1.8433
H -2.9196 -3.8867 -1.6358
H -2.7414 -2.8231 -0.1964
H -5.0994 -3.0520 0.3076
H -4.9949 -4.4702 -0.5291
C 2.1566 -1.1715 3.3290
C 2.9215 -2.4210 2.8294
O 2.9329 -3.2762 3.9616
C 2.0230 -2.8594 4.8594
O 1.7336 -3.3801 5.8816
O 1.4342 -1.7108 4.4174
H 1.4331 -0.8197 2.6020
H 2.8482 -0.3842 3.6310
H 3.8987 -2.0128 2.5778
H 2.5377 -2.8386 1.9017
C -0.6024 1.9998 6.3495
C -0.0645 2.5073 5.0140
O -0.7594 3.6517 4.5222
C -1.9160 3.6061 3.8432
O -2.4127 4.6074 3.4111
O -2.3889 2.3726 3.7248
C -3.5550 2.1698 2.9522
H -0.5257 2.7062 7.1784
H 0.0212 1.1547 6.6522
H -1.6486 1.6922 6.3297
H -0.0412 1.7199 4.2624
H 0.9309 2.9301 5.1466
H -4.4859 2.4797 3.4262
H -3.6437 1.1206 2.6777
H -3.4708 2.7318 2.0188
C 2.4264 -5.5204 -0.0313
C 1.2580 -4.6080 -0.4162
O -0.0124 -5.2586 -0.4851
C -0.7930 -5.1070 0.5817
O -0.6444 -4.3630 1.5093
O -1.7344 -6.0661 0.4807
C -2.6408 -6.2588 1.5731
H 2.4364 -6.3571 -0.7250
H 2.3081 -5.8029 1.0151
H 3.3388 -4.9278 -0.0867
H 1.4606 -4.2141 -1.4164
H 1.2173 -3.6835 0.1610
H -3.5925 -5.8745 1.2087
H -2.3093 -5.7042 2.4496
H -2.6963 -7.3161 1.8133
C -2.6761 7.0845 -3.6022
C -1.9867 5.7392 -3.4832
O -2.7975 4.6960 -4.0095
C -3.3264 3.7826 -3.2247
O -3.1226 3.6577 -2.0406
O -4.0586 2.9795 -3.9941
C -4.4592 1.7286 -3.4323
H -1.9950 7.9350 -3.6020
H -3.2607 7.2172 -2.6894
H -3.2020 7.0640 -4.5541
H -1.5879 5.5160 -2.4939
H -1.0943 5.7458 -4.1192
H -5.4581 1.6902 -3.0010
H -3.7653 1.4099 -2.6562
H -4.4238 1.0212 -4.2548
C 4.1372 0.8821 -0.5176
C 4.2043 -0.6170 -0.1128
O 5.5988 -0.9536 -0.1755
C 5.9084 -2.1524 0.3253
O 5.1111 -2.9931 0.6422
O 7.2156 -2.2674 0.3795
C 7.7535 -3.5693 0.4878
H 4.8663 1.4879 0.0090
H 3.1163 1.2571 -0.4816
H 4.3863 0.8067 -1.5808
H 3.6975 -1.1840 -0.8887
H 3.7731 -0.7239 0.8783
H 7.4516 -4.1776 -0.3669
H 7.4497 -4.0504 1.4161
H 8.8407 -3.5831 0.4550



ORCA calculation (ωB97M-V with the def2-TZVPD basis set) on a structure of composition C36H60N2O3PRuS5Sb at a distorted geometry.

The max |F| is 0.023 hartree/bohr. The LUMO energy (spin up / spin down) is -1.903 / -1.765 eV. As for the multiplicity: 1. The energy above the lowest of the compared OMol25 structures with the same formula, charge and spin is 0.000 eV.

Positions of all 109 atoms, in Å:
Ru -0.3994 -0.2450 -0.2339
C -1.7822 5.0956 2.2599
C -1.0001 4.8562 0.9762
N 0.2129 4.0789 1.1972
C 1.3654 4.8094 1.7322
C 1.6969 4.4443 3.1720
C 0.3486 2.7955 0.8322
S -1.0537 1.9843 0.2296
N 1.5834 2.3090 1.0214
C 1.9635 1.0511 1.0631
O 1.2629 -0.0048 0.9955
C 3.4236 0.8277 1.2940
C 4.2771 1.8903 1.5774
C 5.6264 1.6613 1.7926
C 6.1326 0.3702 1.7232
C 5.2868 -0.6916 1.4336
C 3.9369 -0.4641 1.2190
H -2.6932 5.6569 2.0477
H -1.1956 5.6662 2.9815
H -2.0618 4.1468 2.7195
H -0.6970 5.8048 0.5283
H -1.6159 4.3434 0.2438
H 1.1144 5.8684 1.6639
H 2.2172 4.6233 1.0793
H 0.8444 4.6219 3.8291
H 2.5324 5.0504 3.5266
H 1.9784 3.3944 3.2450
H 3.8681 2.8897 1.6197
H 6.2861 2.4911 2.0114
H 7.1877 0.1928 1.8891
H 5.6813 -1.6975 1.3688
H 3.2690 -1.2802 0.9798
S 0.3905 -2.3379 -0.7915
C -0.5316 -2.7888 -2.1404
C -0.2083 -3.9543 -2.8829
C -0.9896 -4.3404 -3.9314
C -2.1347 -3.5886 -4.2865
C -2.4725 -2.4668 -3.5856
C -1.6729 -2.0359 -2.5010
S -2.1229 -0.6583 -1.5972
H 0.6713 -4.5186 -2.6014
H -0.7333 -5.2249 -4.4995
H -2.7433 -3.9060 -5.1230
H -3.3447 -1.8828 -3.8510
C -0.9167 -3.9214 2.0548
C -2.2167 -3.1169 2.1234
C -3.0336 -3.3768 0.8570
C -2.9922 -3.6126 3.3434
Sb -1.7367 -0.9610 2.0481
C -3.6681 0.0894 2.2808
C -3.4423 1.4339 2.9748
C -4.6959 -0.7082 3.0766
C -4.2351 0.3580 0.8874
C -0.6204 -0.5008 3.8828
C -1.4221 -0.8118 5.1454
C 0.6641 -1.3318 3.8805
C -0.2419 0.9809 3.8702
H -1.1604 -4.9458 1.7513
H -0.4317 -3.9825 3.0271
H -0.2004 -3.5306 1.3328
H -3.2986 -4.4392 0.8113
H -2.4683 -3.1359 -0.0429
H -3.9640 -2.8038 0.8371
H -3.0316 -4.7068 3.2924
H -4.0163 -3.2571 3.3753
H -2.5080 -3.3534 4.2844
H -3.1498 1.3216 4.0191
H -4.3873 1.9894 2.9596
H -2.6935 2.0324 2.4563
H -4.3297 -1.0203 4.0557
H -5.0360 -1.5886 2.5329
H -5.5729 -0.0709 3.2376
H -3.5882 1.0152 0.3066
H -5.2038 0.8596 0.9956
H -4.3957 -0.5562 0.3136
H -1.5845 -1.8820 5.2729
H -2.3911 -0.3133 5.1708
H -0.8535 -0.4652 6.0160
H 0.4652 -2.3943 3.9962
H 1.2785 -1.0221 4.7334
H 1.2500 -1.1767 2.9724
H -1.1042 1.6377 3.9893
H 0.2774 1.2612 2.9576
H 0.4356 1.1689 4.7112
C -2.0149 4.3817 -3.9548
C -1.8578 3.4098 -2.8011
C -3.1771 2.7997 -2.3871
O -0.9869 2.3098 -3.1748
P 0.5937 2.2694 -2.8872
S 1.2814 3.9280 -2.1426
S 1.0501 0.4730 -1.9664
O 1.2233 1.8256 -4.2789
C 1.2591 2.4313 -5.5892
C -0.0664 2.2146 -6.2928
C 1.7028 3.8805 -5.5834
H -2.6789 5.1964 -3.6575
H -2.4556 3.8863 -4.8224
H -1.0533 4.8111 -4.2273
H -1.3971 3.9195 -1.9558
H -3.6104 2.2287 -3.2104
H -3.8736 3.5923 -2.1089
H -3.0497 2.1326 -1.5350
H 2.0243 1.8378 -6.0935
H -0.8548 2.8111 -5.8351
H -0.3549 1.1650 -6.2441
H 0.0264 2.5059 -7.3406
H 0.9508 4.5311 -5.1413
H 1.8710 4.1947 -6.6156
H 2.6261 4.0031 -5.0203



> Among the records above, which one has the highest max |F|?

C36H60Cl2O30